one) Computed, not measured: a cluster of 2 separate species, C2HN2 in total, with ωB97M-V with the def2-TZVPD basis set.

Structure (XYZ):
```
5
Properties=species:S:1:pos:R:3:mulliken_charge:R:1
C 1.247 -1.898 2.960 0.407
C 0.113 -0.016 0.290 0.087
N 1.537 -2.707 3.667 0.212
N 0.539 -0.368 1.279 -0.075
H -0.264 0.382 -0.629 0.369
```

Properties
**Orbital gap (alpha / beta)**: 8.180 / 8.178 eV
**Charge**: +1
**Spin multiplicity**: 1

---

two) Computed, not measured: the ion C2HN2 with charge +1, with ωB97M-V with the def2-TZVPD basis set.

Structure (XYZ):
```
5
Properties=species:S:1:pos:R:3:mulliken_charge:R:1
C 4.145 0.495 0.000 0.592
C 1.471 -0.216 -0.008 0.423
N 2.655 -0.551 0.014 -0.341
N 0.316 -0.074 -0.084 -0.038
H -0.685 0.022 0.006 0.364
```

Properties
**Orbital gap (alpha / beta)**: 7.788 / 7.758 eV
**Charge**: +1
**Spin multiplicity**: 1

---

What should be chosen as the most stable of them? Choose two).

---

one) Computed, not measured: the molecule H3N3O2S, with ωB97M-V with the def2-TZVPD basis set.

Structure (XYZ):
```
9
Properties=species:S:1:pos:R:3:mulliken_charge:R:1
N 0.967 -1.044 -0.125 -0.534
N 0.440 0.153 0.040 0.914
N -0.958 0.285 0.322 0.166
O 1.212 1.101 0.148 -0.715
O -1.438 1.584 0.250 -0.362
S -1.921 -1.071 0.193 -0.309
H 0.479 -1.870 -0.337 0.225
H 1.956 -1.120 -0.199 0.247
H -0.737 1.982 -0.291 0.367
```

Properties
**Orbital gap (alpha / beta)**: 7.852 / 7.170 eV
**Spin multiplicity**: 1

---

two) Computed, not measured: a structure of composition H3N3O2S, with ωB97M-V with the def2-TZVPD basis set.

Structure (XYZ):
```
9
Properties=species:S:1:pos:R:3:mulliken_charge:R:1
N -0.958 -0.986 -0.163 -0.251
N -0.422 0.203 -0.369 -0.082
N 1.429 0.199 -0.058 0.505
O -0.730 1.207 0.562 -0.372
O 1.659 1.409 -0.041 -0.519
S 1.987 -1.169 0.339 -0.124
H -1.084 -1.416 -1.055 0.238
H -1.218 -1.453 0.763 0.220
H -0.663 2.006 0.022 0.386
```

Properties
**Orbital gap (alpha / beta)**: 7.903 / 7.903 eV
**Spin multiplicity**: 1

---

What should be chosen as the most stable of them? Choose two).

---

one) Computed, not measured: the molecule C4H11N5O, with ωB97M-V with the def2-TZVPD basis set.

Structure (XYZ):
```
21
Properties=species:S:1:pos:R:3:mulliken_charge:R:1
C -0.667 1.475 1.339 -0.822
N -0.864 0.119 0.829 0.128
N -1.177 -0.847 1.822 -0.605
C -0.868 -0.515 -0.640 -0.010
N -1.807 -0.190 -1.551 -0.490
C 0.443 -0.704 -0.921 0.178
N 1.015 -1.282 -2.026 -0.532
C 1.315 -0.260 0.249 0.609
N 2.112 0.812 -0.186 -0.430
O 1.668 -0.995 1.181 -0.647
H -0.572 2.181 0.509 0.316
H -1.524 1.766 1.952 0.305
H 0.237 1.526 1.956 0.256
H -0.311 -1.240 2.204 0.215
H -2.130 -0.791 2.172 0.192
H -1.873 -0.380 -2.542 0.215
H -2.223 0.724 -1.383 0.179
H 0.329 -1.780 -2.589 0.220
H 1.875 -1.760 -1.758 0.245
H 2.386 0.860 -1.159 0.222
H 2.636 1.279 0.542 0.254
```

Properties
**Orbital gap**: 7.864 eV
**Structure (SMILES)**: CN(N)/C(N)=C(/N)C(N)=O
**Spin multiplicity**: 1

---

two) Computed, not measured: the molecule C4H11N5O, with ωB97M-V with the def2-TZVPD basis set.

Structure (XYZ):
```
21
Properties=species:S:1:pos:R:3:mulliken_charge:R:1
C 1.326 1.060 -0.414 -1.007
N 0.829 -0.306 -0.330 0.147
C 1.830 -1.294 -0.685 -0.993
N 0.222 -0.668 1.005 -0.271
O 0.853 -0.157 2.134 -0.439
C -1.136 -0.206 0.850 1.266
N -1.462 1.024 1.520 -0.605
N -2.111 -1.258 0.479 -0.831
C -1.610 -0.547 -0.476 -0.148
N -1.967 -0.089 -1.689 -0.440
H 2.233 1.209 0.185 0.289
H 1.568 1.294 -1.452 0.332
H 0.552 1.733 -0.045 0.405
H 2.699 -1.244 -0.020 0.291
H 2.168 -1.121 -1.708 0.302
H 1.362 -2.273 -0.613 0.348
H 0.513 0.751 2.279 0.354
H -1.861 0.824 2.433 0.237
H -2.151 1.548 0.993 0.258
H -2.592 -0.676 -2.221 0.269
H -1.265 0.397 -2.225 0.235
```

Properties
**Orbital gap**: 9.330 eV
**Structure (SMILES)**: CN(C)N(O)[C@]1(N)N=C1N
**Spin multiplicity**: 1

---

What should be chosen as the most stable of them? Choose one).

---

one) Computed, not measured: a cluster of 10 separate species, C40H80O10 in total, with ωB97M-V with the def2-TZVPD basis set.

Structure (XYZ):
```
130
Properties=species:S:1:pos:R:3:mulliken_charge:R:1
C 1.957 -4.340 3.463 1.412
C 0.790 -3.387 3.693 -0.590
C 0.696 -2.644 2.324 -0.690
O 1.444 -3.285 1.422 -0.494
C 2.609 -3.743 2.192 -0.388
H 1.537 -5.388 3.290 0.476
H 2.604 -4.218 4.420 -1.296
H 0.936 -2.625 4.542 -0.015
H -0.014 -4.151 3.826 0.384
H 1.104 -1.685 2.451 0.385
H -0.419 -2.487 1.967 0.266
H 3.338 -2.833 2.348 0.156
H 3.235 -4.316 1.614 0.343
C 2.844 -10.438 8.191 0.125
C 3.613 -10.310 9.474 0.258
C 4.425 -11.648 9.462 -0.780
O 4.573 -11.974 7.988 -0.421
C 3.450 -11.452 7.264 -0.299
H 2.876 -9.509 7.664 -0.395
H 1.729 -10.563 8.249 0.389
H 2.990 -10.194 10.400 0.360
H 4.204 -9.528 9.325 -0.326
H 3.949 -12.452 9.888 0.390
H 5.303 -11.395 9.915 0.426
H 2.684 -12.398 7.456 0.262
H 3.703 -11.060 6.099 0.100
C 3.964 -1.329 4.814 0.014
C 4.855 -2.194 5.547 1.533
C 4.156 -2.270 6.933 -0.589
O 2.878 -2.435 6.436 -0.234
C 2.785 -1.310 5.649 -0.827
H 3.787 -1.779 3.739 -0.592
H 4.351 -0.403 4.674 0.568
H 5.971 -1.954 5.677 0.285
H 4.956 -3.288 4.896 -1.321
H 4.144 -1.415 7.543 0.470
H 4.461 -3.016 7.403 -0.285
H 2.642 -0.465 6.189 0.611
H 1.823 -1.424 4.986 0.322
C 4.276 -8.833 1.646 -0.713
C 3.185 -8.202 2.516 0.563
C 2.251 -7.675 1.427 -0.334
O 2.630 -8.301 0.221 -0.416
C 4.027 -8.309 0.267 -0.351
H 4.132 -9.882 1.538 0.422
H 5.318 -8.747 2.129 0.220
H 3.679 -7.321 2.986 -0.576
H 2.909 -8.906 3.356 0.329
H 2.103 -6.529 1.249 0.220
H 1.172 -8.273 1.691 0.218
H 4.597 -7.308 0.458 0.146
H 4.547 -9.046 -0.497 0.336
C 8.947 -5.525 7.162 2.897
C 10.073 -4.903 6.428 -0.443
C 11.182 -4.621 7.497 -0.709
O 10.606 -4.824 8.772 -0.527
C 9.545 -5.837 8.558 -0.409
H 8.291 -6.405 6.814 -0.457
H 8.145 -4.890 7.187 -1.936
H 9.988 -3.879 5.993 0.193
H 10.328 -5.450 5.512 0.447
H 11.600 -3.625 7.664 0.379
H 12.064 -5.301 7.196 0.242
H 8.813 -5.975 9.518 0.013
H 10.144 -6.596 8.674 0.476
C 8.100 -5.294 2.058 -0.799
C 8.038 -4.023 2.910 -0.362
C 6.601 -3.979 3.181 2.088
O 5.885 -4.875 2.474 -0.356
C 6.822 -5.965 2.308 0.492
H 9.000 -5.939 2.247 0.348
H 8.294 -4.877 1.231 0.401
H 8.346 -2.968 2.315 0.221
H 8.499 -4.018 3.890 -0.132
H 5.994 -2.994 2.882 0.271
H 6.410 -4.157 4.186 -1.721
H 6.376 -6.745 1.542 -0.015
H 6.877 -6.622 3.279 -0.295
C 4.992 -5.886 6.535 1.503
C 5.054 -7.092 5.707 1.054
C 5.987 -8.100 6.375 -0.842
O 6.316 -7.480 7.674 -0.284
C 5.389 -6.402 7.986 1.258
H 4.220 -5.091 6.454 -0.581
H 5.718 -5.192 6.302 -1.039
H 5.194 -6.772 4.716 -0.451
H 4.078 -7.631 5.908 -0.075
H 6.885 -8.191 5.815 0.401
H 5.467 -8.993 6.542 0.268
H 5.956 -5.589 8.499 -1.396
H 4.491 -6.731 8.533 -0.152
C 9.003 -11.869 8.713 -0.828
C 8.134 -10.579 8.808 -0.323
C 9.192 -9.546 8.434 0.460
O 10.305 -10.230 7.831 -0.428
C 10.406 -11.451 8.527 -0.616
H 8.616 -12.333 7.760 0.292
H 9.142 -12.435 9.567 0.376
H 7.600 -10.391 9.627 0.810
H 7.550 -10.704 7.964 0.047
H 9.621 -8.793 9.207 -0.010
H 8.759 -8.875 7.737 -0.439
H 10.850 -11.313 9.454 0.348
H 10.941 -12.162 7.910 0.358
C 1.714 -5.508 9.909 -1.042
C 2.042 -4.081 9.356 0.802
C 1.418 -4.104 7.980 0.223
O 0.656 -5.277 7.943 -0.592
C 1.352 -6.320 8.707 0.389
H 0.861 -5.453 10.600 0.286
H 2.474 -5.869 10.446 0.655
H 3.060 -4.047 9.212 -0.910
H 1.511 -3.212 10.125 0.308
H 2.228 -4.350 7.133 -0.248
H 1.172 -3.078 7.724 0.388
H 2.131 -6.648 8.146 -0.427
H 0.774 -7.281 8.745 0.247
C 7.778 -1.685 9.165 -0.528
C 6.759 -2.407 10.096 -1.153
C 6.681 -3.778 9.508 -1.190
O 6.822 -3.491 8.109 0.203
C 8.024 -2.747 8.037 -0.502
H 8.828 -1.566 9.727 0.315
H 7.549 -0.682 8.796 0.300
H 5.788 -1.752 10.042 0.105
H 7.176 -2.578 10.909 0.711
H 5.837 -4.284 9.632 0.893
H 7.370 -4.415 9.873 0.375
H 8.139 -2.075 7.375 0.309
H 8.962 -3.425 8.195 0.010
```

Properties
**Orbital gap**: 9.667 eV
**Structure (SMILES)**: C1CCOC1.C1CCOC1.C1CCOC1.C1CCOC1.C1CCOC1.C1CCOC1.C1CCOC1.C1CCOC1.C1CCOC1.C1CCOC1
**Spin multiplicity**: 1

---

two) Computed, not measured: a cluster of 10 separate species, C40H80O10 in total, with ωB97M-V with the def2-TZVPD basis set.

Structure (XYZ):
```
130
Properties=species:S:1:pos:R:3:mulliken_charge:R:1
C 5.250 -0.160 0.295 0.340
C 5.218 1.154 -0.546 0.456
C 6.567 1.764 -0.254 -0.549
O 7.065 1.092 0.953 -0.470
C 6.056 0.274 1.500 -0.453
H 5.699 -1.004 -0.228 0.287
H 4.273 -0.549 0.581 -0.290
H 4.399 1.824 -0.288 -0.507
H 5.288 0.990 -1.622 0.160
H 6.453 2.848 -0.286 0.292
H 7.252 1.516 -1.064 0.300
H 5.535 0.792 2.306 0.232
H 6.607 -0.481 2.061 0.257
C -0.138 -4.020 -3.405 -0.075
C -0.935 -3.666 -4.651 -0.613
C -0.123 -2.492 -5.226 -0.194
O 1.230 -2.798 -4.989 -0.422
C 1.293 -3.926 -4.083 -0.531
H -0.338 -5.038 -3.071 0.337
H -0.364 -3.346 -2.578 -0.182
H -1.918 -3.373 -4.282 0.314
H -0.949 -4.523 -5.324 0.354
H -0.430 -1.623 -4.642 0.011
H -0.351 -2.242 -6.262 0.369
H 2.038 -3.943 -3.288 0.308
H 1.534 -4.794 -4.696 0.324
C -2.161 -4.644 4.627 -0.643
C -3.227 -3.661 5.004 -0.621
C -2.548 -2.314 5.013 -0.001
O -1.125 -2.625 5.115 -0.501
C -0.931 -3.726 4.249 0.179
H -2.406 -5.362 3.844 0.354
H -1.782 -5.298 5.413 0.340
H -3.626 -4.016 5.954 0.303
H -4.057 -3.701 4.298 0.296
H -3.007 -1.550 5.641 0.459
H -2.708 -1.829 4.050 -0.220
H 0.040 -4.210 4.355 0.338
H -0.856 -3.468 3.192 -0.215
C 3.880 -3.884 1.724 -0.775
C 3.558 -2.781 2.677 0.666
C 2.348 -3.317 3.383 -0.482
O 1.625 -3.986 2.340 -0.333
C 2.511 -4.593 1.451 -0.378
H 4.612 -4.504 2.242 0.308
H 4.389 -3.566 0.814 0.303
H 3.059 -1.945 2.186 -0.659
H 4.288 -2.630 3.473 0.483
H 1.647 -2.545 3.701 0.045
H 2.396 -3.925 4.286 0.320
H 2.157 -4.374 0.443 0.217
H 2.601 -5.656 1.672 0.244
C -2.337 -2.290 -0.108 1.308
C -3.136 -2.560 -1.412 -0.187
C -3.264 -4.074 -1.357 -0.266
O -3.410 -4.293 0.074 -0.572
C -2.624 -3.440 0.799 -0.031
H -2.639 -1.358 0.369 -0.745
H -1.279 -2.161 -0.335 -0.337
H -2.512 -2.392 -2.290 0.006
H -4.112 -2.097 -1.555 0.307
H -2.366 -4.510 -1.793 0.032
H -4.183 -4.430 -1.823 0.388
H -1.727 -4.029 0.990 0.066
H -2.793 -3.057 1.806 0.005
C 1.384 2.028 -4.446 -0.615
C 1.316 3.288 -3.637 -0.440
C 1.140 2.584 -2.300 0.322
O 1.837 1.286 -2.357 -0.315
C 2.293 1.029 -3.684 -0.448
H 1.858 2.281 -5.394 0.514
H 0.410 1.631 -4.735 0.078
H 0.452 3.917 -3.848 0.344
H 2.245 3.858 -3.619 0.263
H 0.128 2.310 -2.004 0.020
H 1.629 3.167 -1.518 -0.292
H 2.324 -0.050 -3.839 0.330
H 3.310 1.392 -3.834 0.168
C -3.714 3.278 2.549 -0.679
C -4.878 2.614 1.798 -0.740
C -4.350 1.270 1.440 -0.411
O -2.968 1.480 1.197 -0.003
C -2.518 2.762 1.686 -0.001
H -3.769 2.893 3.567 0.329
H -3.737 4.368 2.560 0.386
H -5.141 3.160 0.892 0.164
H -5.771 2.581 2.423 0.432
H -4.901 0.807 0.622 0.204
H -4.457 0.630 2.316 0.344
H -2.436 3.248 0.714 0.174
H -1.590 2.644 2.246 -0.107
C 0.459 0.173 0.665 -0.032
C -0.012 -0.042 2.095 1.601
C 1.029 0.641 3.042 -0.726
O 2.092 1.101 2.189 -0.449
C 1.610 1.210 0.846 0.686
H -0.342 0.502 0.002 0.327
H 0.951 -0.673 0.185 0.212
H -0.176 -1.075 2.404 -0.761
H -1.010 0.396 2.122 -0.912
H 1.453 -0.066 3.756 0.315
H 0.590 1.496 3.555 0.378
H 2.415 1.088 0.122 -0.504
H 1.230 2.201 0.599 -0.208
C 1.809 5.363 1.665 -0.246
C 0.816 6.151 0.817 -0.330
C 1.608 6.766 -0.335 -0.577
O 2.571 5.782 -0.549 -0.425
C 3.020 5.226 0.750 -0.042
H 1.335 4.476 2.086 0.049
H 2.094 6.129 2.387 0.393
H 0.175 6.828 1.382 0.514
H 0.009 5.597 0.337 -0.031
H 2.070 7.737 -0.156 0.244
H 0.978 6.914 -1.213 0.340
H 3.894 5.804 1.050 0.384
H 3.372 4.208 0.583 -0.218
C -3.795 2.603 -2.381 0.545
C -5.145 1.998 -2.624 -0.315
C -4.929 1.143 -3.789 -0.373
O -3.900 1.754 -4.453 -0.478
C -2.991 2.406 -3.650 -0.126
H -3.437 2.170 -1.447 -0.660
H -3.896 3.656 -2.118 0.321
H -5.897 2.716 -2.952 0.301
H -5.414 1.328 -1.808 0.121
H -5.788 1.141 -4.460 0.332
H -4.638 0.143 -3.467 0.065
H -2.639 3.324 -4.119 0.163
H -2.174 1.753 -3.342 0.045
```

Properties
**Orbital gap**: 9.745 eV
**Structure (SMILES)**: C1CCOC1.C1CCOC1.C1CCOC1.C1CCOC1.C1CCOC1.C1CCOC1.C1CCOC1.C1CCOC1.C1CCOC1.C1CCOC1
**Spin multiplicity**: 1

---

What should be chosen as the most stable of them? Choose two).